[1]
Density functional theory data (ωB97M-V with the def2-TZVPD basis set) for a structure of composition C35H36AsIrN6O4S2 in a non-equilibrium geometry.

```
85
C35H36AsIrN6O4S2 ωB97M-V with the def2-TZVPD basis set
Ir -0.811 -0.723 0.085
C 3.413 -1.336 0.795
O 2.730 -0.820 1.989
C 1.490 -0.616 1.629
N 1.206 -0.745 0.406
C 2.448 -0.992 -0.336
C 2.284 -1.936 -1.491
C 3.245 -2.877 -1.831
C 3.089 -3.654 -2.975
C 1.974 -3.498 -3.786
C 1.018 -2.541 -3.468
C 1.182 -1.762 -2.334
C 0.416 -0.298 2.583
C 0.505 0.214 3.862
C -0.669 0.500 4.535
C -1.903 0.352 3.907
C -1.924 -0.139 2.623
N -0.785 -0.540 2.046
C -3.056 -0.270 1.687
N -2.808 -0.484 0.465
C -4.077 -0.672 -0.265
C -5.100 -0.265 0.806
O -4.306 -0.180 2.039
C -4.107 0.068 -1.588
C -5.273 0.645 -2.069
C -5.290 1.250 -3.322
C -4.146 1.276 -4.103
C -2.975 0.692 -3.634
C -2.965 0.088 -2.391
H 3.556 -2.408 0.934
H 4.379 -0.853 0.711
H 2.740 -0.045 -0.792
H 4.134 -3.002 -1.220
H 3.855 -4.371 -3.242
H 1.866 -4.104 -4.678
H 0.174 -2.376 -4.128
H 0.483 -0.943 -2.130
H 1.473 0.394 4.315
H -0.627 0.877 5.551
H -2.826 0.629 4.402
H -4.172 -1.736 -0.503
H -5.890 -0.991 0.958
H -5.540 0.712 0.624
H -6.189 0.607 -1.487
H -6.209 1.688 -3.690
H -4.167 1.739 -5.082
H -2.082 0.694 -4.247
H -2.047 -0.397 -2.049
N 5.750 5.065 3.588
C 4.990 4.555 2.571
C 3.764 5.152 2.229
C 3.015 4.665 1.181
C 3.470 3.560 0.467
C 4.665 2.939 0.806
C 5.421 3.430 1.852
S 2.539 2.988 -0.891
O 1.931 4.107 -1.556
O 3.360 2.072 -1.654
N 1.379 2.059 -0.168
C 0.095 2.350 -0.295
S -0.545 3.885 -0.943
C -2.168 3.380 -0.622
C -2.208 2.170 -0.119
N -0.960 1.538 0.080
H 5.473 5.896 4.070
H 6.662 4.699 3.775
H 3.427 6.020 2.787
H 2.085 5.143 0.891
H 5.005 2.096 0.216
H 6.365 2.963 2.113
H -3.019 4.012 -0.827
H -3.124 1.656 0.132
C -2.470 -3.800 1.063
As -1.073 -3.190 -0.143
C -1.438 -4.249 -1.712
C 0.444 -4.087 0.651
H -2.193 -4.772 1.465
H -3.420 -3.900 0.541
H -2.591 -3.102 1.890
H -1.579 -5.273 -1.370
H -0.607 -4.199 -2.407
H -2.345 -3.906 -2.205
H 0.191 -5.129 0.834
H 0.677 -3.607 1.602
H 1.313 -4.035 -0.003
```

Output
Energy relative to the best compared isomer or geometry (same formula, charge and spin) ... 85.89 kcal/mol
M ... 936.0 g mol⁻¹
E_tot ... -5120.7891 Ha
Net charge ... +2
Strongest force on any atom ... 2.5 eV/Å
Multiplicity ... 1

***

[2]
Density functional theory data (ωB97M-V with the def2-TZVPD basis set) for a structure of composition C20H23F6N2O4S3Tm.

```
59
C20H23F6N2O4S3Tm ωB97M-V with the def2-TZVPD basis set
Tm 0.099 0.418 0.007
C -0.211 -3.465 -1.136
C 0.442 -2.956 -2.421
S 1.069 -1.262 -2.356
C 0.346 -0.535 -3.844
C -1.174 -0.622 -3.993
S -2.059 0.077 -2.590
C -3.292 -1.181 -2.239
C -2.769 -2.567 -1.858
S -1.594 -2.513 -0.493
H -0.502 -4.507 -1.298
H 0.508 -3.447 -0.316
H 1.268 -3.627 -2.667
H -0.261 -3.027 -3.252
H 0.648 0.512 -3.779
H 0.825 -0.963 -4.728
H -1.437 -0.097 -4.915
H -1.485 -1.658 -4.139
H -3.849 -0.757 -1.398
H -3.987 -1.277 -3.077
H -3.625 -3.188 -1.583
H -2.304 -3.056 -2.717
N -0.148 0.839 2.592
C -1.401 1.479 3.027
C -2.603 0.594 2.729
C -2.958 0.472 1.251
O -4.058 0.054 0.904
O -2.012 0.811 0.448
H -0.017 -0.042 3.084
H 0.647 1.418 2.845
H -1.498 2.425 2.491
H -1.376 1.713 4.097
H -3.486 0.941 3.270
H -2.409 -0.420 3.099
F 2.113 0.807 -0.062
F 3.180 6.356 -0.766
C 2.425 5.267 -1.005
C 1.820 4.585 0.038
F 1.999 5.001 1.301
C 1.039 3.488 -0.237
F 0.468 2.799 0.790
C 0.812 2.986 -1.524
O 0.088 1.925 -1.718
C 1.444 3.702 -2.550
F 1.307 3.291 -3.824
C 2.230 4.810 -2.297
F 2.817 5.458 -3.316
O 0.637 -1.459 1.011
N 1.352 -1.696 2.142
C 0.710 -2.378 3.166
C 1.311 -2.469 4.390
C 2.560 -1.875 4.644
C 3.161 -1.159 3.567
C 2.561 -1.070 2.350
H -0.237 -2.818 2.894
H 0.787 -3.022 5.161
H 3.029 -1.938 5.613
H 4.116 -0.663 3.686
H 2.932 -0.517 1.498
```

Output
Energy relative to the best compared isomer or geometry (same formula, charge and spin) ... 0.00 kcal/mol
M ... 734.5 g mol⁻¹
E_tot ... -4065.5454 Ha
Net charge ... -1
Strongest force on any atom ... 0.8 eV/Å
Multiplicity ... 4

***

[3]
Density functional theory data (ωB97M-V with the def2-TZVPD basis set) for a structure of composition C3H5O4Tb in a non-equilibrium geometry.

```
13
C3H5O4Tb ωB97M-V with the def2-TZVPD basis set
O -1.089 -1.672 -1.401
C -1.197 -0.456 -1.289
C 1.063 -1.723 -0.076
O -2.200 0.264 -1.082
O -0.040 0.252 -0.870
C 1.040 -0.384 -0.268
H 1.910 -2.285 -0.468
H 0.330 -2.213 0.566
H 1.948 0.191 -0.459
H 0.236 1.089 1.733
O -0.425 1.921 1.669
H -0.169 2.574 2.327
Tb -1.407 2.442 -0.382
```

Output
Energy relative to the best compared isomer or geometry (same formula, charge and spin) ... 51.68 kcal/mol
M ... 264.0 g mol⁻¹
E_tot ... -1242.4027 Ha
Net charge ... +1
Strongest force on any atom ... 5.4 eV/Å
Multiplicity ... 8

***

[4]
Density functional theory data (ωB97M-V with the def2-TZVPD basis set) for a cluster of 8 separate species, C25H69N3O10 in total in a non-equilibrium geometry.

```
107
C25H69N3O10 ωB97M-V with the def2-TZVPD basis set
C -5.454 -2.594 -1.312
O -4.877 -3.835 -1.634
C -3.477 -3.746 -1.773
C -2.933 -5.086 -2.243
C -1.438 -4.991 -2.498
N -3.584 -5.544 -3.494
H -6.507 -2.741 -1.077
H -5.390 -1.894 -2.155
H -4.976 -2.148 -0.432
H -3.228 -2.972 -2.515
H -3.025 -3.494 -0.801
H -3.163 -5.849 -1.497
H -1.242 -4.476 -3.438
H -1.020 -5.997 -2.558
H -0.907 -4.500 -1.679
H -4.588 -5.561 -3.345
H -3.433 -4.823 -4.197
C -0.133 0.305 3.709
O -0.394 1.229 4.747
C 0.303 0.962 5.934
C 0.140 2.142 6.867
C 0.844 3.376 6.342
N 0.719 1.758 8.175
H 0.844 -0.180 3.785
H -0.132 0.864 2.771
H -0.909 -0.463 3.675
H -0.090 0.043 6.401
H 1.373 0.788 5.750
H -0.939 2.310 6.984
H 0.767 3.419 5.254
H 1.901 3.349 6.606
H 0.398 4.289 6.741
H 0.476 2.484 8.845
H 0.226 0.940 8.526
C 0.629 4.242 2.029
O 1.295 3.842 0.848
C 2.398 2.997 1.101
C 3.297 2.997 -0.128
C 4.344 1.897 -0.042
N 3.987 4.311 -0.296
H 1.287 4.848 2.661
H 0.283 3.373 2.605
H -0.243 4.834 1.758
H 3.005 3.315 1.959
H 2.032 1.981 1.309
H 2.674 2.921 -1.024
H 4.948 2.040 0.858
H 4.997 1.882 -0.909
H 3.845 0.925 0.037
H 3.291 5.028 -0.460
H 4.461 4.550 0.569
C -1.468 3.490 -3.339
C -0.260 3.572 -2.425
C 0.583 4.814 -2.708
O -0.785 3.672 -1.096
H -2.194 4.259 -3.077
H -1.941 2.509 -3.242
H -1.210 3.609 -4.393
H 0.366 2.679 -2.525
H 0.053 5.708 -2.377
H 0.846 4.923 -3.763
H 1.519 4.802 -2.141
H -0.050 3.553 -0.475
C -0.914 -1.178 -1.999
C 0.282 -0.279 -1.692
C 0.191 0.411 -0.361
O 1.485 -1.069 -1.639
H -1.054 -1.928 -1.218
H -0.755 -1.687 -2.955
H -1.827 -0.584 -2.069
H 0.373 0.435 -2.520
H -0.749 0.925 -0.161
H 0.964 1.183 -0.306
H 0.367 -0.284 0.463
H 1.511 -1.671 -2.402
C 2.431 -0.928 -5.096
C 1.909 -2.361 -4.983
C 2.528 -3.252 -6.043
O 2.110 -2.885 -3.671
H 2.072 -0.315 -4.267
H 2.115 -0.451 -6.021
H 3.521 -0.961 -5.022
H 0.825 -2.370 -5.131
H 2.313 -2.855 -7.035
H 2.235 -4.296 -5.948
H 3.623 -3.235 -5.947
H 3.051 -3.018 -3.509
O 3.318 -2.106 0.181
C 2.652 -2.134 1.420
C 1.483 -3.088 1.425
O 0.710 -2.801 2.593
H 2.672 -1.799 -0.477
H 3.366 -2.416 2.194
H 2.289 -1.128 1.684
H 1.818 -4.133 1.449
H 0.884 -2.994 0.509
H 0.128 -3.538 2.792
O -4.560 -0.409 3.357
C -3.819 -0.991 2.287
C -3.525 -0.022 1.158
O -2.491 0.892 1.481
H -4.007 0.254 3.782
H -2.879 -1.407 2.667
H -4.411 -1.831 1.924
H -4.439 0.484 0.838
H -3.131 -0.616 0.327
H -2.807 1.502 2.156
```

Output
Energy relative to the best compared isomer or geometry (same formula, charge and spin) ... 0.00 kcal/mol
M ... 571.8 g mol⁻¹
E_tot ... -1910.5037 Ha
Strongest force on any atom ... 1.3 eV/Å
Multiplicity ... 1
SMILES string ... COC[C@H](C)N.COC[C@H](C)N.COC[C@H](C)N.CC(C)O.CC(C)O.CC(C)O.OCCO.OCCO

***

[5]
Density functional theory data (ωB97M-V with the def2-TZVPD basis set) for a cluster of 2 separate species, C4H8NO3 in total in a non-equilibrium geometry.

```
16
C4H8NO3 ωB97M-V with the def2-TZVPD basis set
C -3.627 -0.144 -0.323
C -2.237 -0.785 -0.300
O -1.895 -1.455 -1.313
O -1.594 -0.735 0.782
H -4.212 -1.035 -0.086
H -3.791 0.216 -1.338
H -3.812 0.581 0.466
C 1.747 1.226 -0.139
C 2.176 -0.169 0.057
O 1.761 -1.139 -0.494
N 3.298 -0.358 0.938
H 1.153 1.755 0.607
H 1.104 1.284 -1.031
H 3.528 -1.334 1.021
H 3.740 0.317 1.535
H 2.662 1.776 -0.384
```

Output
Energy relative to the best compared isomer or geometry (same formula, charge and spin) ... 38.50 kcal/mol
M ... 118.1 g mol⁻¹
E_tot ... -437.7441 Ha
Net charge ... -1
Strongest force on any atom ... 2.7 eV/Å
Multiplicity ... 1

***

[6]
Density functional theory data (ωB97M-V with the def2-TZVPD basis set) for the molecule C5H14N2 in a non-equilibrium geometry.

```
21
C5H14N2 ωB97M-V with the def2-TZVPD basis set
C 0.485 0.650 -1.932
C 0.970 0.619 -0.346
C 1.954 -0.422 0.006
C -0.293 0.460 0.536
N -1.452 1.220 0.069
C -0.690 -0.939 0.834
N -1.954 -1.191 1.612
H 0.259 1.710 -2.110
H 1.283 0.298 -2.546
H -0.469 0.138 -2.179
H 1.340 1.616 -0.191
H 2.747 -0.605 -0.764
H 2.425 -0.297 0.971
H 1.555 -1.442 0.167
H 0.035 0.910 1.511
H -1.952 0.487 -0.412
H -1.188 2.021 -0.553
H -0.653 -1.516 -0.112
H 0.082 -1.392 1.468
H -2.657 -0.454 1.604
H -1.826 -1.872 2.367
```

Output
Energy relative to the best compared isomer or geometry (same formula, charge and spin) ... 35.15 kcal/mol
M ... 102.2 g mol⁻¹
E_tot ... -308.3670 Ha
Strongest force on any atom ... 3.7 eV/Å
Multiplicity ... 1
SMILES string ... CC(C)[C@@H](N)CN